DFT (wB97M-V/def2-TZVPD) results for a structure of composition C24H54Li2N13O13 at a distorted geometry.

Summary:
2S+1: 1
E_HOMO: -4.07 eV
E_LUMO: 1.1 eV
Calculated total energy: -72172.760 eV
Charge: -1

Positions of all 106 atoms, in Å:
Li (7.008, 3.479, 16.923)
Li (8.305, 0.897, 17.258)
C (6.535, 6.796, 16.068)
C (5.650, 5.779, 16.436)
C (4.648, 6.064, 17.577)
O (3.722, 5.260, 17.756)
C (4.947, 7.140, 18.442)
C (5.949, 8.086, 18.141)
C (6.732, 7.952, 16.837)
O (7.472, 8.879, 16.455)
O (6.296, 8.967, 18.950)
O (5.667, 4.628, 15.933)
H (7.070, 6.721, 15.127)
H (4.438, 7.240, 19.392)
C (8.707, 2.289, 13.568)
C (9.168, 2.770, 14.937)
C (9.272, 4.304, 14.967)
O (8.310, 2.277, 15.929)
H (7.626, 2.145, 13.595)
H (9.111, 1.322, 13.258)
H (8.898, 3.001, 12.762)
H (10.207, 2.453, 15.135)
H (10.243, 4.696, 14.650)
H (9.093, 4.660, 15.984)
H (8.542, 4.774, 14.303)
C (10.053, 0.465, 10.109)
O (10.968, 0.632, 9.331)
N (9.747, -0.750, 10.682)
N (9.196, 1.481, 10.497)
H (10.143, -1.594, 10.314)
H (8.893, -0.861, 11.204)
H (9.626, 2.385, 10.409)
H (8.485, 1.241, 11.166)
C (6.195, -0.511, 16.009)
O (7.062, -0.596, 16.891)
N (5.041, -1.240, 16.057)
N (6.310, 0.383, 15.010)
H (5.031, -1.869, 16.844)
H (4.137, -0.964, 15.725)
H (5.647, 0.378, 14.254)
H (7.027, 1.106, 15.047)
C (12.341, 3.882, 11.420)
O (13.110, 3.269, 10.691)
N (12.584, 3.969, 12.771)
N (11.101, 4.335, 11.014)
H (13.374, 3.489, 13.155)
H (12.026, 4.514, 13.403)
H (10.801, 4.123, 10.081)
H (10.700, 5.108, 11.514)
C (8.219, 5.434, 19.082)
O (8.020, 4.816, 18.027)
N (9.397, 5.308, 19.771)
N (7.302, 6.250, 19.632)
H (9.445, 5.779, 20.657)
H (10.222, 4.827, 19.462)
H (7.462, 6.820, 20.440)
H (6.453, 6.425, 19.091)
C (5.741, 1.279, 11.431)
O (6.519, 0.336, 11.309)
N (6.099, 2.583, 11.249)
N (4.427, 1.083, 11.810)
H (5.518, 3.368, 11.478)
H (7.056, 2.749, 10.998)
H (3.886, 1.869, 12.117)
H (4.182, 0.121, 11.942)
C (10.491, 7.985, 18.113)
O (11.620, 7.650, 18.498)
N (9.922, 9.198, 18.385)
N (9.731, 7.209, 17.282)
H (10.313, 9.741, 19.130)
H (8.965, 9.382, 18.096)
H (10.099, 6.306, 17.061)
H (9.004, 7.673, 16.756)
C (13.445, -3.545, 15.026)
C (13.257, -2.634, 13.789)
C (11.758, -2.584, 13.432)
C (10.941, -1.658, 14.333)
C (11.594, -0.284, 14.399)
C (13.056, -0.323, 14.816)
N (13.757, -1.279, 13.962)
O (15.149, -1.249, 14.143)
C (13.636, 1.068, 14.582)
C (13.189, -0.640, 16.318)
C (13.950, -3.230, 12.568)
H (13.637, -4.558, 14.657)
H (12.531, -3.682, 15.610)
H (14.230, -3.244, 15.720)
H (11.720, -2.204, 12.409)
H (11.328, -3.586, 13.496)
H (10.729, -2.145, 15.290)
H (9.962, -1.531, 13.856)
H (11.094, 0.239, 15.223)
H (11.367, 0.227, 13.464)
H (13.650, 1.232, 13.494)
H (13.051, 1.898, 14.978)
H (14.688, 1.130, 14.860)
H (12.836, 0.224, 16.885)
H (12.555, -1.482, 16.614)
H (14.202, -0.900, 16.627)
H (15.017, -3.404, 12.748)
H (13.915, -2.515, 11.748)
H (13.561, -4.215, 12.308)
H (15.344, -1.813, 14.911)
O (11.152, 3.492, 17.937)
H (11.735, 4.060, 17.420)
H (10.324, 3.473, 17.432)

---

DFT (wB97M-V/def2-TZVPD) results for a cluster of 5 separate species, C24H54O7 in total.

Summary:
2S+1: 1
E_HOMO: -9.43 eV
E_LUMO: 0.7 eV
Calculated total energy: -40094.905 eV
Charge: 0
SMILES: CCCCC[C@@H]1COC(=O)O1.CCOCC.CCOCC.CCOCC.CCOCC

Positions of all 85 atoms, in Å:
C (0.513, 0.177, -2.560)
C (0.732, 1.556, -1.920)
C (-0.344, 2.067, -0.932)
C (-1.705, 1.383, -0.987)
C (-2.456, 1.688, -2.284)
C (-3.759, 0.929, -2.524)
C (-4.473, 0.433, -1.276)
O (-3.808, -0.821, -1.038)
C (-3.292, -1.247, -2.207)
O (-2.726, -2.277, -2.353)
O (-3.502, -0.333, -3.179)
H (1.474, -0.295, -2.764)
H (-0.034, -0.506, -1.912)
H (-0.007, 0.238, -3.516)
H (0.882, 2.289, -2.716)
H (1.674, 1.508, -1.372)
H (0.048, 2.004, 0.083)
H (-0.512, 3.133, -1.122)
H (-2.299, 1.742, -0.142)
H (-1.598, 0.308, -0.837)
H (-1.812, 1.492, -3.143)
H (-2.696, 2.754, -2.313)
H (-4.418, 1.544, -3.131)
H (-4.393, 1.063, -0.397)
H (-5.524, 0.226, -1.481)
C (1.111, -3.707, 2.387)
C (0.723, -2.241, 2.287)
O (0.423, -1.813, 0.974)
C (-0.661, -2.471, 0.330)
C (-1.989, -2.340, 1.050)
H (1.970, -3.917, 1.748)
H (1.373, -3.955, 3.418)
H (0.296, -4.367, 2.088)
H (1.561, -1.617, 2.603)
H (-0.111, -2.021, 2.964)
H (-0.426, -3.525, 0.151)
H (-0.725, -1.996, -0.649)
H (-1.981, -2.830, 2.026)
H (-2.774, -2.798, 0.449)
H (-2.241, -1.288, 1.200)
C (0.490, -2.469, 6.601)
C (1.875, -1.915, 6.887)
O (2.410, -2.303, 8.140)
C (2.575, -3.696, 8.340)
C (3.506, -4.364, 7.343)
H (-0.212, -2.177, 7.383)
H (0.129, -2.082, 5.647)
H (0.489, -3.558, 6.535)
H (1.837, -0.827, 6.929)
H (2.562, -2.179, 6.074)
H (1.604, -4.204, 8.350)
H (2.988, -3.780, 9.345)
H (3.117, -4.323, 6.325)
H (3.631, -5.415, 7.605)
H (4.486, -3.886, 7.354)
C (5.162, 3.184, -0.049)
C (4.235, 2.894, 1.119)
O (3.457, 1.722, 0.963)
C (4.169, 0.506, 0.811)
C (5.069, 0.162, 1.986)
H (4.596, 3.254, -0.979)
H (5.676, 4.131, 0.116)
H (5.924, 2.413, -0.170)
H (3.504, 3.696, 1.218)
H (4.803, 2.860, 2.056)
H (4.746, 0.509, -0.121)
H (3.393, -0.253, 0.704)
H (5.874, 0.887, 2.115)
H (5.527, -0.814, 1.822)
H (4.492, 0.123, 2.911)
C (-1.990, 2.121, -7.255)
C (-3.058, 1.694, -6.265)
O (-3.538, 2.746, -5.441)
C (-4.143, 3.840, -6.108)
C (-5.359, 3.468, -6.938)
H (-1.146, 2.578, -6.737)
H (-1.629, 1.249, -7.801)
H (-2.368, 2.835, -7.988)
H (-2.646, 0.964, -5.566)
H (-3.887, 1.201, -6.784)
H (-3.409, 4.369, -6.726)
H (-4.436, 4.521, -5.308)
H (-5.105, 2.804, -7.765)
H (-5.803, 4.369, -7.363)
H (-6.110, 2.971, -6.321)

---

DFT (wB97M-V/def2-TZVPD) results for a cluster of 13 separate species, C24H55Cl2N7O29 in total at a distorted geometry.

Summary:
2S+1: 1
E_HOMO: -10.54 eV
E_LUMO: -0.7 eV
ΔE to the lowest compared entry with this formula, charge and spin: 0.00 kcal per mole
Calculated total energy: -120613.848 eV
Charge: 0

Positions of all 117 atoms, in Å:
Cl (-17.111, -5.070, 7.889)
C (-15.947, -5.019, 9.230)
C (-14.561, -4.873, 8.636)
Cl (-13.336, -5.453, 9.810)
H (-16.043, -5.855, 9.920)
H (-16.250, -4.143, 9.802)
H (-14.300, -3.856, 8.355)
H (-14.474, -5.492, 7.747)
C (-15.329, -0.486, 9.158)
N (-14.972, -0.311, 7.731)
O (-14.553, -1.284, 7.144)
O (-15.096, 0.798, 7.251)
H (-15.802, 0.410, 9.543)
H (-14.426, -0.762, 9.691)
H (-16.079, -1.274, 9.183)
C (-20.342, -3.241, 7.776)
N (-20.798, -4.294, 8.701)
O (-21.019, -5.390, 8.237)
O (-20.938, -3.981, 9.867)
H (-20.829, -3.338, 6.809)
H (-19.276, -3.317, 7.565)
H (-20.497, -2.252, 8.194)
C (-14.162, -2.299, 13.782)
N (-14.853, -3.033, 12.706)
O (-15.609, -3.936, 12.999)
O (-14.638, -2.667, 11.566)
H (-14.454, -1.254, 13.752)
H (-13.086, -2.399, 13.674)
H (-14.459, -2.742, 14.728)
C (-17.777, -8.130, 6.672)
N (-18.457, -8.039, 5.365)
O (-19.305, -8.864, 5.105)
O (-18.112, -7.148, 4.606)
H (-16.897, -7.523, 6.810)
H (-17.557, -9.190, 6.800)
H (-18.517, -7.910, 7.439)
C (-14.015, -9.221, 10.070)
N (-15.420, -8.753, 10.113)
O (-15.783, -8.104, 11.065)
O (-16.118, -9.051, 9.158)
H (-13.311, -8.472, 9.714)
H (-14.031, -10.132, 9.483)
H (-13.670, -9.417, 11.083)
C (-14.434, -9.991, 6.044)
N (-14.077, -8.557, 5.824)
O (-13.397, -8.287, 4.861)
O (-14.473, -7.746, 6.636)
H (-15.163, -10.218, 5.270)
H (-14.893, -10.056, 7.025)
H (-13.534, -10.584, 5.936)
C (-18.541, -2.105, 12.097)
N (-18.424, -1.615, 10.687)
O (-18.699, -0.469, 10.427)
O (-18.073, -2.442, 9.868)
H (-19.178, -2.978, 12.043)
H (-18.959, -1.297, 12.685)
H (-17.527, -2.348, 12.394)
C (-20.242, -8.598, 10.053)
O (-19.646, -7.540, 10.808)
C (-18.996, -7.899, 11.917)
O (-18.698, -9.011, 12.226)
O (-18.697, -6.844, 12.671)
C (-19.037, -5.510, 12.263)
H (-20.753, -8.082, 9.242)
H (-20.928, -9.185, 10.656)
H (-19.472, -9.224, 9.600)
H (-18.911, -4.888, 13.144)
H (-20.088, -5.492, 11.976)
H (-18.399, -5.219, 11.429)
C (-10.773, -4.875, 6.918)
O (-12.087, -4.641, 6.407)
C (-12.264, -4.937, 5.120)
O (-11.388, -5.194, 4.343)
O (-13.566, -4.874, 4.872)
C (-13.992, -5.368, 3.623)
H (-10.604, -5.952, 6.888)
H (-10.754, -4.577, 7.957)
H (-10.060, -4.311, 6.326)
H (-15.058, -5.179, 3.490)
H (-13.887, -6.443, 3.495)
H (-13.501, -4.874, 2.782)
C (-10.961, -2.613, 10.010)
O (-11.006, -1.799, 8.841)
C (-11.195, -0.493, 8.989)
O (-11.033, 0.133, 10.000)
O (-11.551, -0.010, 7.804)
C (-11.884, 1.363, 7.762)
H (-10.991, -3.649, 9.701)
H (-11.739, -2.395, 10.739)
H (-9.970, -2.451, 10.448)
H (-10.997, 1.992, 7.888)
H (-12.638, 1.627, 8.498)
H (-12.212, 1.639, 6.763)
C (-20.854, -5.970, 2.414)
O (-19.666, -5.178, 2.353)
C (-19.341, -4.513, 3.440)
O (-19.977, -4.471, 4.465)
O (-18.188, -3.881, 3.245)
C (-17.590, -3.415, 4.447)
H (-21.173, -6.191, 1.401)
H (-21.639, -5.402, 2.914)
H (-20.629, -6.898, 2.938)
H (-18.213, -2.638, 4.904)
H (-16.652, -2.916, 4.233)
H (-17.568, -4.234, 5.158)
C (-8.658, -7.645, 13.308)
O (-9.969, -7.578, 12.775)
C (-10.871, -6.977, 13.546)
O (-10.731, -6.734, 14.714)
O (-11.976, -6.783, 12.840)
C (-13.080, -6.138, 13.423)
H (-8.280, -6.689, 13.672)
H (-7.992, -7.978, 12.518)
H (-8.639, -8.337, 14.149)
H (-13.546, -6.678, 14.247)
H (-13.815, -6.048, 12.625)
H (-12.948, -5.116, 13.789)

---

DFT (wB97M-V/def2-TZVPD) results for a structure of composition C24H57BF4O17P3 at a distorted geometry.

Summary:
2S+1: 1
E_HOMO: -7.22 eV
E_LUMO: 2.3 eV
ΔE to the lowest compared entry with this formula, charge and spin: 33.23 kcal per mole
Calculated total energy: -100036.297 eV
Charge: -1

Positions of all 106 atoms, in Å:
B (-0.013, -1.852, 0.701)
F (0.078, -1.226, 1.933)
F (-1.020, -1.439, -0.066)
F (1.169, -1.513, 0.114)
F (0.000, -3.209, 0.845)
C (-3.407, 1.377, 0.206)
C (-3.323, 2.796, 0.537)
O (-4.178, 3.500, 1.162)
C (-2.101, 3.590, 0.042)
H (-4.395, 0.968, 0.485)
H (-2.868, 0.439, 0.799)
H (-3.429, 1.107, -0.945)
H (-2.029, 3.313, -1.094)
H (-1.198, 3.166, 0.526)
H (-2.163, 4.633, 0.358)
C (1.186, -1.704, -3.727)
C (1.430, -3.210, -3.787)
O (1.814, -3.694, -4.818)
C (0.880, -4.039, -2.580)
H (1.532, -1.366, -4.631)
H (1.767, -1.175, -2.876)
H (0.268, -1.531, -3.563)
H (0.617, -5.045, -3.003)
H (0.288, -3.379, -1.928)
H (1.696, -4.296, -1.978)
C (2.113, -3.084, 3.587)
C (3.378, -3.293, 2.683)
O (4.483, -2.959, 3.128)
C (3.188, -3.682, 1.241)
H (1.360, -3.823, 3.403)
H (1.778, -1.996, 3.400)
H (2.317, -3.252, 4.478)
H (2.932, -2.939, 0.563)
H (2.253, -4.348, 1.359)
H (3.791, -4.540, 0.796)
C (0.569, 1.377, -1.377)
C (1.396, 2.661, -1.462)
O (1.666, 3.198, -0.392)
C (1.825, 3.273, -2.793)
H (-0.556, 1.492, -1.407)
H (0.698, 0.769, -0.345)
H (0.738, 0.656, -2.237)
H (2.184, 4.256, -2.433)
H (0.915, 3.598, -3.476)
H (2.325, 2.567, -3.447)
C (-2.967, -1.987, 2.675)
C (-4.431, -2.048, 3.141)
O (-5.242, -1.619, 2.385)
C (-4.766, -2.859, 4.372)
H (-2.976, -1.231, 1.866)
H (-2.601, -2.963, 2.054)
H (-2.157, -1.681, 3.281)
H (-4.384, -2.298, 5.189)
H (-4.362, -3.901, 4.611)
H (-5.904, -2.950, 4.493)
C (0.842, 0.755, 4.907)
O (-0.284, 0.951, 5.794)
P (-1.260, 2.254, 5.646)
O (-0.848, 3.277, 4.636)
O (-2.575, 1.648, 5.105)
C (-2.593, 1.247, 3.752)
O (-1.781, 3.016, 6.970)
C (-1.959, 2.166, 8.008)
H (1.736, 0.067, 5.364)
H (1.299, 1.592, 4.722)
H (0.693, 0.453, 3.979)
H (-1.760, 0.806, 3.459)
H (-2.758, 1.992, 3.002)
H (-3.319, 0.686, 3.502)
H (-2.257, 2.821, 8.751)
H (-1.022, 1.787, 8.274)
H (-2.764, 1.486, 7.720)
C (-2.051, 2.239, -4.573)
O (-2.673, 1.137, -4.003)
P (-2.789, -0.176, -4.860)
O (-1.468, -0.484, -5.254)
O (-3.433, -1.428, -4.109)
C (-2.664, -2.012, -3.028)
O (-3.734, -0.075, -6.217)
C (-3.742, -1.171, -7.145)
H (-2.333, 2.686, -5.625)
H (-1.022, 2.027, -4.602)
H (-1.920, 3.059, -3.906)
H (-3.499, -2.613, -2.539)
H (-2.169, -1.327, -2.326)
H (-1.877, -2.566, -3.527)
H (-4.310, -1.693, -6.606)
H (-2.782, -1.537, -7.193)
H (-4.174, -0.767, -7.945)
C (5.746, 3.974, -1.750)
O (4.966, 3.220, -0.876)
P (5.029, 1.686, -0.861)
O (6.395, 1.260, -1.150)
O (4.700, 1.193, 0.582)
C (4.348, -0.089, 0.870)
O (4.166, 1.006, -2.028)
C (4.649, 0.574, -3.199)
H (6.758, 3.765, -1.784)
H (5.742, 4.936, -1.507)
H (5.505, 3.745, -2.845)
H (4.899, -0.721, 0.279)
H (3.214, -0.235, 0.829)
H (4.606, -0.373, 2.042)
H (3.847, 0.056, -3.668)
H (5.593, -0.216, -3.062)
H (4.923, 1.318, -4.050)

---

- What is the charge in the second record?
  0